(1)
Computed, not measured: a 2-piece molecular cluster, C6H14O overall at a distorted geometry, with the ωB97M-V functional and the def2-TZVPD basis.

As for the HOMO-LUMO gap: 10.13 eV. As for the SMILES: C=CCCCC.O. The net charge is 0.

Positions of all 21 atoms, in Å:
C 1.055 0.934 -2.473
C 1.240 -0.135 -1.616
C 1.409 0.158 -0.123
C 1.604 -1.143 0.580
C 0.998 -1.250 2.032
C -0.510 -0.782 2.054
H 1.203 1.982 -2.002
H 0.919 0.708 -3.642
H 1.381 -1.241 -1.873
H 0.463 0.706 0.121
H 2.250 0.839 -0.077
H 2.699 -1.409 0.656
H 1.104 -1.798 -0.156
H 0.976 -2.323 2.394
H 1.506 -0.598 2.768
H -0.943 -1.008 3.015
H -0.316 0.314 1.998
H -1.283 -0.983 1.327
O -5.056 1.979 -1.584
H -4.663 2.765 -1.942
H -6.037 2.284 -1.456

=====

(2)
Computed, not measured: C6H14O as an isolated structure, with the ωB97M-V functional and the def2-TZVPD basis.

As for the HOMO-LUMO gap (alpha / beta): 8.24 / 8.24 eV. The net charge is 0.

Positions of all 21 atoms, in Å:
C -3.392 0.047 -0.747
C -2.248 -0.331 0.191
C -0.874 -0.116 -0.442
C 0.282 -0.448 0.510
C 1.618 -0.306 -0.141
O 2.561 0.280 0.531
C 3.759 0.555 0.047
H -4.367 -0.107 -0.273
H -3.366 -0.554 -1.664
H -3.327 1.101 -1.041
H -2.317 0.262 1.114
H -2.349 -1.382 0.494
H -0.791 -0.733 -1.349
H -0.773 0.927 -0.771
H 0.146 -1.475 0.889
H 0.254 0.215 1.382
H 1.919 -0.944 -0.971
H 1.992 1.196 -1.491
H 4.170 -0.129 -0.692
H 4.403 1.048 0.762
H 2.739 1.438 -1.362

=====

(3)
Computed, not measured: a 2-piece molecular cluster, C6H14O overall at a distorted geometry, with the ωB97M-V functional and the def2-TZVPD basis.

As for the HOMO-LUMO gap: 11.52 eV. As for the SMILES: CC1CCCC1.O. The net charge is 0.

Positions of all 21 atoms, in Å:
C -0.599 1.746 0.698
C -0.355 0.348 0.158
C 0.037 0.392 -1.368
C 1.479 0.727 -1.372
C 2.054 0.019 -0.146
C 0.879 -0.239 0.831
H -1.540 2.056 0.214
H 0.183 2.485 0.453
H -0.749 1.743 1.791
H -1.242 -0.301 0.306
H -0.093 -0.589 -1.865
H -0.544 1.139 -1.941
H 1.543 1.831 -1.322
H 2.004 0.400 -2.290
H 2.860 0.671 0.242
H 2.517 -0.933 -0.470
H 1.091 0.208 1.821
H 0.787 -1.334 0.969
O -3.289 -3.505 0.727
H -4.079 -3.937 1.122
H -2.940 -2.925 1.441

=====

(4)
Computed, not measured: a 2-piece molecular cluster, C6H14O overall, with the ωB97M-V functional and the def2-TZVPD basis.

As for the HOMO-LUMO gap: 10.61 eV. As for the SMILES: CC(=O)CC(C)C.[H][H]. The net charge is 0.

Positions of all 21 atoms, in Å:
C -0.625 -2.401 -1.281
C -0.610 -1.424 -0.121
O -1.408 -1.513 0.789
C 0.530 -0.425 -0.106
C 0.389 0.756 0.861
C -0.464 1.903 0.308
C 1.779 1.274 1.232
H -0.051 -3.272 -0.952
H -0.155 -2.007 -2.187
H -1.643 -2.730 -1.504
H 1.380 -1.051 0.209
H 0.778 -0.086 -1.123
H -0.105 0.369 1.760
H -0.478 2.739 1.017
H -1.502 1.607 0.132
H -0.053 2.283 -0.638
H 1.714 2.088 1.961
H 2.299 1.660 0.345
H 2.395 0.476 1.663
H -1.931 -0.023 -1.504
H -2.240 -0.221 -0.860

=====

(5)
Computed, not measured: a 2-piece molecular cluster, C6H14O overall, with the ωB97M-V functional and the def2-TZVPD basis.

As for the HOMO-LUMO gap (alpha / beta): 10.96 / 8.84 eV. The net charge is 0.

Positions of all 21 atoms, in Å:
C -3.331 0.572 0.187
C -2.031 1.069 -0.259
C -0.821 0.630 0.581
C 0.397 0.424 -0.313
C 1.627 -0.126 0.396
C 2.732 -0.415 -0.605
O 3.860 -0.893 0.096
H -3.184 -4.781 1.386
H -4.249 1.052 -0.140
H -3.414 -0.310 0.814
H -1.870 0.685 -1.300
H -2.057 2.161 -0.401
H -0.611 1.375 1.359
H -1.056 -0.307 1.103
H 0.646 1.373 -0.810
H 0.108 -0.274 -1.113
H 1.998 0.584 1.145
H 1.378 -1.054 0.927
H 2.369 -1.157 -1.337
H 2.967 0.506 -1.165
H 4.541 -1.113 -0.550

=====

(6)
Computed, not measured: a 2-piece molecular cluster, C6H14O overall, with the ωB97M-V functional and the def2-TZVPD basis.

As for the HOMO-LUMO gap: 10.62 eV. As for the SMILES: CC(=O)CC(C)C.[H][H]. The net charge is 0.

Positions of all 21 atoms, in Å:
C 2.738 0.541 0.077
C 1.488 -0.271 0.361
O 1.549 -1.455 0.617
C 0.188 0.509 0.425
C -1.102 -0.317 0.388
C -1.539 -0.703 -1.030
C -2.219 0.460 1.083
H 3.133 0.850 1.049
H 2.542 1.442 -0.512
H 3.495 -0.071 -0.419
H 0.267 1.016 1.399
H 0.172 1.314 -0.324
H -0.902 -1.240 0.945
H -2.494 -1.241 -0.998
H -0.815 -1.351 -1.530
H -1.687 0.189 -1.655
H -3.146 -0.123 1.114
H -2.432 1.397 0.551
H -1.942 0.715 2.113
H 1.323 -0.517 -2.020
H 1.384 -1.146 -1.635

=====

Values for ΔE to the lowest compared entry with this formula, charge and spin, kcal per mole, ordered as above
62.2; 104.5; 11.1; 29.1; 118.7; 28.5